#w
{
  "formula": "C2H3ClF2S",
  "method": "ωB97M-V/def2-TZVPD",
  "species": ["C", "C", "F", "F", "S", "Cl", "H", "H", "H"],
  "coordinates": [[1.100, 0.101, 0.639], [0.207, 1.016, 0.269], [-0.591, 1.746, 1.044], [-0.093, 1.147, -0.974], [1.782, -0.995, -0.507], [-2.246, -1.141, -1.124], [1.433, 0.025, 1.748], [-2.339, -0.847, 0.223], [0.747, -1.051, -1.319]],
  "lumo_energy_ev": 0.45,
  "smiles": "FC(F)=CS.Cl",
  "e_homo_ev": -8.73
}



#x
{
  "formula": "C2H3ClF2S",
  "method": "ωB97M-V/def2-TZVPD",
  "species": ["C", "C", "F", "F", "S", "Cl", "H", "H", "H"],
  "coordinates": [[1.049, -1.008, -0.381], [-0.245, -0.169, 0.017], [2.129, -0.224, -0.031], [1.085, -2.054, 0.416], [-0.472, -0.263, 1.804], [-1.520, -1.069, -0.918], [1.223, -1.304, -1.445], [-0.291, 0.936, -0.298], [-1.800, -0.043, 1.639]],
  "lumo_energy_ev": 0.69,
  "smiles": "FC(F)[C@H](S)Cl",
  "e_homo_ev": -9.78
}



Which of them is the most stable, and which is the least stable? #x and #w, in that order.



#w
{
  "formula": "H2INS",
  "method": "ωB97M-V/def2-TZVPD",
  "species": ["N", "S", "I", "H", "H"],
  "coordinates": [[-0.779, -0.343, -0.242], [0.552, 0.478, -0.183], [3.916, -0.033, -0.002], [-0.867, -0.879, -1.101], [0.411, 0.840, 1.125]],
  "lumo_energy_ev": [-2.93, -0.93],
  "e_homo_ev": [-8.82, -9.86]
}



#x
{
  "formula": "H2INS",
  "method": "ωB97M-V/def2-TZVPD",
  "species": ["N", "S", "I", "H", "H"],
  "coordinates": [[0.096, -0.558, 0.779], [0.978, 0.882, -0.590], [-1.076, 1.854, -1.160], [-0.617, -0.730, 0.120], [0.619, -1.449, 0.851]],
  "lumo_energy_ev": -0.76,
  "smiles": "NSI",
  "e_homo_ev": -8.90
}



Which of them is the most stable, and which is the least stable? #x and #w, in that order.



#w
{
  "formula": "C2H3FNP",
  "method": "ωB97M-V/def2-TZVPD",
  "species": ["C", "C", "N", "F", "P", "H", "H", "H"],
  "coordinates": [[0.098, 0.094, -0.748], [0.249, -0.574, 0.538], [-0.615, 1.073, -1.181], [2.418, -0.788, -0.746], [0.959, -1.451, -0.934], [1.114, -0.153, 1.115], [-0.459, -1.059, 1.069], [-0.376, 1.294, -2.119]],
  "lumo_energy_ev": 0.02,
  "smiles": "[H]/N=C1/CP1F",
  "e_homo_ev": -9.38
}



#x
{
  "formula": "C2H3FNP",
  "method": "ωB97M-V/def2-TZVPD",
  "species": ["C", "C", "N", "F", "P", "H", "H", "H"],
  "coordinates": [[-0.532, 0.035, 0.005], [0.636, 0.868, -0.028], [-1.753, 0.190, -0.111], [1.310, -1.822, -0.588], [0.695, -1.216, 0.805], [1.315, 0.826, -0.863], [0.695, 1.702, 0.646], [-2.366, -0.583, 0.133]],
  "lumo_energy_ev": 0.23,
  "smiles": "[H]/N=C1/CP1F",
  "e_homo_ev": -8.85
}



Which of them is the most stable, and which is the least stable? #w and #x, in that order.



#w
{
  "formula": "C2H3FNP",
  "method": "ωB97M-V/def2-TZVPD",
  "species": ["C", "C", "N", "F", "P", "H", "H", "H"],
  "coordinates": [[0.276, -0.359, -0.415], [-0.839, 0.541, -0.087], [1.298, -0.395, -1.093], [0.498, -0.092, 2.043], [-0.592, -0.845, 1.125], [-0.795, 1.867, 0.104], [-1.731, 0.504, -0.781], [1.886, -1.220, -0.896]],
  "lumo_energy_ev": 0.18,
  "e_homo_ev": -8.96
}



#x
{
  "formula": "C2H3FNP",
  "method": "ωB97M-V/def2-TZVPD",
  "species": ["C", "C", "N", "F", "P", "H", "H", "H"],
  "coordinates": [[-1.143, 0.849, 0.237], [-1.508, 0.320, 1.536], [-1.344, 1.350, -0.862], [3.266, -1.646, -1.281], [0.036, -0.235, 1.189], [3.489, -2.520, -1.514], [-2.296, 0.431, 2.269], [-0.501, 1.451, -1.575]],
  "lumo_energy_ev": -0.33,
  "smiles": "[H]/N=c1/cp1.F",
  "e_homo_ev": -8.17
}



Which of them is the most stable, and which is the least stable? #w and #x, in that order.



#w
{
  "formula": "C10H17N5",
  "method": "ωB97M-V/def2-TZVPD",
  "species": ["C", "C", "C", "C", "C", "C", "C", "C", "C", "C", "N", "N", "N", "N", "N", "H", "H", "H", "H", "H", "H", "H", "H", "H", "H", "H", "H", "H", "H", "H", "H", "H"],
  "coordinates": [[-1.195, 2.021, -0.990], [-2.453, 2.072, -0.461], [-0.187, 1.049, -0.610], [-1.926, 0.049, 0.991], [1.607, 0.015, 0.189], [-2.953, 1.037, 0.561], [4.828, 0.232, -0.361], [-2.154, -2.309, -0.693], [3.817, 0.558, 0.699], [-1.319, -1.210, -1.327], [1.037, 1.208, -0.269], [2.712, -0.380, 0.559], [0.515, -0.898, 0.126], [-1.408, -0.197, 2.156], [-0.584, -0.383, -0.378], [-0.976, 2.770, -1.759], [-3.331, 2.642, -0.751], [-3.363, 1.373, 1.555], [-3.833, 0.428, -0.069], [4.391, 0.694, -1.329], [5.827, 0.567, -0.123], [4.877, -0.817, -0.383], [-2.900, -1.856, 0.044], [-2.761, -2.707, -1.599], [-1.679, -3.139, -0.146], [3.258, 1.579, 0.746], [4.326, 0.366, 1.676], [-2.097, -0.579, -1.904], [-0.573, -1.770, -2.011], [0.533, -1.833, 0.536], [-1.526, 0.159, 3.100], [-0.509, -0.742, 2.224]],
  "total_charge": 2,
  "lumo_energy_ev": -9.85,
  "e_homo_ev": -16.61
}



#x
{
  "formula": "C10H17N5",
  "method": "ωB97M-V/def2-TZVPD",
  "species": ["C", "C", "C", "C", "C", "C", "C", "C", "C", "C", "N", "N", "N", "N", "N", "H", "H", "H", "H", "H", "H", "H", "H", "H", "H", "H", "H", "H", "H", "H", "H", "H"],
  "coordinates": [[1.229, 1.749, -1.802], [-0.035, -0.736, -1.740], [0.560, 1.305, -0.682], [1.227, 0.995, -2.939], [0.554, -0.233, -2.864], [0.036, -0.048, -0.576], [-0.100, 0.748, 1.383], [-1.903, -1.137, 2.594], [-0.226, -2.731, 1.617], [-1.276, -1.749, 1.349], [0.435, 1.740, 0.640], [1.772, 1.382, -4.128], [0.384, -1.018, -3.943], [-0.428, -0.309, 0.694], [0.544, 3.561, 1.525], [1.730, 2.693, -1.738], [-0.318, -1.846, -1.699], [-0.183, 0.914, 2.395], [-2.362, -0.117, 2.512], [-2.668, -1.793, 3.108], [-1.254, -1.025, 3.511], [-0.583, -3.811, 1.620], [0.191, -2.694, 2.644], [0.645, -2.873, 1.009], [-1.976, -1.928, 0.554], [2.306, 2.224, -4.008], [1.598, 0.966, -4.999], [-0.001, -2.006, -3.851], [0.570, -0.749, -4.865], [1.164, 3.663, 2.366], [0.479, 4.134, 0.734], [-0.350, 3.521, 1.952]],
  "total_charge": 2,
  "lumo_energy_ev": [-7.68, -9.21],
  "e_homo_ev": [-15.30, -15.53]
}



Which of them is the most stable, and which is the least stable? #x and #w, in that order.



#w
{
  "formula": "C8H17N5O3",
  "method": "ωB97M-V/def2-TZVPD",
  "species": ["C", "C", "C", "C", "C", "C", "C", "C", "H", "H", "H", "H", "H", "H", "H", "H", "H", "H", "H", "H", "H", "H", "H", "H", "H", "N", "N", "N", "N", "N", "O", "O", "O"],
  "coordinates": [[0.421, 2.130, 0.514], [1.442, 0.950, 0.461], [-0.886, 1.789, 0.363], [-1.252, 0.903, -0.759], [-2.547, 0.117, -0.838], [-1.563, -1.622, 0.446], [2.547, -1.116, 0.938], [2.080, -1.836, -0.266], [0.770, 3.045, -1.295], [1.805, 3.551, -0.075], [0.492, 2.535, 1.521], [-1.551, 2.789, 0.338], [-1.245, 1.212, 1.335], [-0.431, 0.135, -1.034], [-1.175, 1.408, -1.721], [-2.664, -0.550, -1.793], [-3.411, 0.843, -0.765], [-2.964, -0.217, 1.143], [-0.287, -2.508, 1.861], [-2.139, -2.038, -1.654], [-0.699, -3.224, -0.779], [0.560, -0.851, 1.321], [3.443, -0.520, 0.494], [2.857, -1.872, 1.678], [2.614, -0.214, -1.186], [0.819, 3.334, -0.370], [-2.573, -0.695, 0.202], [-0.926, -1.652, 1.575], [-1.499, -2.504, -0.652], [1.410, -0.128, 1.132], [2.296, 1.066, -0.346], [1.548, -2.957, -0.317], [2.708, -1.304, -1.472]],
  "lumo_energy_ev": 0.60,
  "e_homo_ev": -9.49
}



#x
{
  "formula": "C8H17N5O3",
  "method": "ωB97M-V/def2-TZVPD",
  "species": ["C", "C", "C", "C", "C", "C", "C", "C", "H", "H", "H", "H", "H", "H", "H", "H", "H", "H", "H", "H", "H", "H", "H", "H", "H", "N", "N", "N", "N", "N", "O", "O", "O"],
  "coordinates": [[-2.062, 1.133, 0.796], [-0.616, 1.838, 0.472], [-1.801, -0.311, 0.840], [-1.172, -0.828, -0.558], [-0.949, -2.263, -0.711], [1.497, -1.854, -0.201], [1.836, 2.074, 0.794], [2.487, 1.313, -0.406], [-2.149, 2.355, -1.070], [-4.497, 2.043, 0.836], [-2.333, 1.460, 1.781], [-2.691, -0.908, 1.055], [-1.164, -0.415, 1.841], [-0.453, -0.075, -1.070], [-2.030, -0.648, -1.412], [-1.177, -2.374, -1.816], [-1.739, -2.806, -0.264], [-0.050, -3.017, 0.940], [2.750, -0.869, 0.767], [2.061, -2.880, -1.839], [2.676, -1.223, -1.746], [0.630, 0.363, 1.410], [1.703, 3.087, 0.888], [2.328, 1.685, 1.706], [0.985, 1.925, -0.993], [-3.149, 1.352, -0.225], [0.321, -2.598, -0.045], [1.817, -1.308, 0.939], [2.018, -1.984, -1.459], [0.504, 1.225, 0.879], [-0.474, 2.767, -0.325], [3.159, 0.260, -0.324], [1.733, 1.483, -1.481]],
  "lumo_energy_ev": -0.80,
  "e_homo_ev": -8.53
}



Which of them is the most stable, and which is the least stable? #w and #x, in that order.